Entry 1:
Formula: C83H179N13O11
Source: the OMol25 dataset
Level of theory: the ωB97M-V functional and the def2-TZVPD basis

```
286
Properties=species:S:1:pos:R:3:forces:R:3
C 21.990 22.258 11.078 1.468 -0.106 1.923
C 22.875 21.254 11.882 -0.250 0.343 1.687
C 22.938 21.704 13.362 0.544 -1.341 0.499
C 21.733 21.263 14.227 0.041 1.130 -1.946
C 21.550 19.760 14.153 1.641 0.710 1.207
C 21.409 19.241 12.743 -0.046 0.384 0.030
N 22.493 19.806 11.891 -0.473 0.732 -1.300
O 22.220 19.478 10.514 0.093 -0.290 0.296
C 21.588 17.766 12.778 0.872 -1.530 0.145
C 19.955 19.458 12.380 0.298 -0.203 -2.255
C 24.303 21.347 11.369 -0.206 -0.611 -0.542
H 21.009 22.372 11.500 -0.828 -0.368 -0.402
H 22.118 22.075 10.040 -0.570 -0.009 -1.026
H 22.465 23.217 11.311 -0.011 0.002 -0.380
H 23.817 21.211 13.835 -0.252 0.220 -0.401
H 23.177 22.765 13.357 -0.373 0.184 0.299
H 20.879 21.758 13.757 -0.392 0.127 0.440
H 21.885 21.671 15.211 -0.249 -0.144 0.562
H 20.724 19.432 14.743 -0.928 -0.144 0.289
H 22.408 19.365 14.718 0.177 -0.382 -0.552
H 20.803 17.312 13.404 0.221 0.210 -0.190
H 21.626 17.241 11.806 -0.231 0.558 0.168
H 22.554 17.597 13.252 0.228 -0.329 -0.045
H 19.821 19.397 11.278 -0.016 0.205 0.538
H 19.377 18.618 12.756 -0.275 0.397 0.389
H 19.664 20.413 12.732 -0.956 0.821 0.276
H 24.918 20.691 11.967 0.326 -0.077 0.157
H 24.728 22.343 11.329 -0.180 0.319 0.345
H 24.323 20.976 10.360 0.134 -0.268 -0.590
H 21.568 20.125 10.191 0.079 -0.235 0.206
C 11.172 14.731 14.153 0.862 -1.550 -0.839
C 11.061 13.687 15.286 -0.158 0.960 -0.562
C 12.456 13.148 15.591 1.088 0.089 1.400
C 12.719 12.930 17.164 -0.002 -0.060 -1.460
C 11.401 12.731 17.909 0.881 1.294 -0.612
C 10.613 14.034 17.788 -0.745 0.446 -0.224
N 10.693 14.541 16.418 -0.055 0.050 -0.207
O 9.594 15.413 16.129 -0.131 -1.088 0.332
C 9.200 13.664 18.187 -0.938 0.036 0.153
C 11.108 15.218 18.639 -0.468 0.026 0.062
C 10.054 12.542 14.822 1.353 0.765 -0.454
H 11.615 14.182 13.302 -0.331 0.285 -0.024
H 11.864 15.578 14.342 -0.795 -0.416 0.312
H 10.146 14.973 13.939 -0.046 0.838 -0.514
H 12.574 12.165 15.145 0.080 0.009 -0.327
H 13.222 13.841 15.126 -0.689 -0.821 0.742
H 13.301 13.768 17.560 -0.337 0.073 0.088
H 13.361 12.071 17.298 0.184 -0.343 -0.093
H 11.580 12.560 18.959 0.023 -0.264 0.398
H 10.789 11.918 17.501 0.340 -0.020 0.015
H 8.787 12.823 17.619 -0.010 0.379 -0.440
H 9.213 13.235 19.170 0.091 0.084 0.869
H 8.503 14.516 18.204 0.134 -0.307 0.019
H 10.567 16.154 18.348 0.105 -0.967 0.412
H 10.943 14.964 19.691 0.160 0.404 0.048
H 12.151 15.456 18.441 0.188 -0.296 0.112
H 9.478 12.871 13.944 -0.162 0.024 0.510
H 9.423 12.267 15.651 -0.344 -0.391 0.031
H 10.655 11.688 14.446 -0.496 0.310 0.513
H 8.794 14.865 16.270 0.290 0.373 -0.244
C 19.014 22.486 21.173 0.090 -0.060 -1.105
C 18.567 21.220 21.838 0.427 -0.509 0.694
C 19.394 20.020 21.284 0.370 0.833 -0.784
C 19.228 18.849 22.167 -0.075 -1.992 2.257
C 19.692 19.128 23.611 0.601 1.066 -0.713
C 18.866 20.257 24.241 1.418 0.643 -0.654
N 18.873 21.393 23.299 0.712 0.281 -0.318
O 18.226 22.554 23.869 -1.014 -1.732 -0.687
C 17.539 19.797 24.706 -1.959 -0.759 -0.677
C 19.675 20.704 25.439 -0.569 0.394 1.203
C 17.135 20.938 21.577 -1.625 -0.135 0.308
H 18.881 22.388 20.090 0.132 -0.119 0.029
H 20.063 22.479 21.392 0.684 0.864 -0.037
H 18.512 23.416 21.433 0.053 -0.193 0.523
H 19.075 19.756 20.242 0.116 0.475 0.813
H 20.486 20.266 21.213 -0.804 0.021 0.166
H 19.748 17.956 21.820 0.132 0.035 -0.363
H 18.202 18.500 22.356 -0.076 0.214 -0.895
H 20.725 19.551 23.584 -0.405 -0.630 0.067
H 19.647 18.268 24.297 0.078 0.105 -0.457
H 16.808 20.610 24.903 0.544 -0.478 0.170
H 17.038 19.075 24.022 0.279 0.588 0.134
H 17.733 19.221 25.586 -0.307 -0.190 0.929
H 20.552 21.242 25.159 0.538 0.528 -0.452
H 19.058 21.348 26.069 0.164 0.124 0.065
H 20.024 19.889 26.070 -0.255 -0.390 -0.060
H 16.541 21.588 22.219 -0.356 0.112 -0.088
H 16.820 19.911 21.799 0.155 0.189 -0.090
H 16.849 21.169 20.555 0.019 -0.031 -0.196
H 17.269 22.282 23.882 0.968 0.702 0.153
C 11.489 19.126 14.097 1.753 -0.875 0.519
C 10.866 20.097 15.071 -0.916 -0.588 -0.132
C 9.756 19.283 15.725 -0.977 1.352 0.026
C 10.195 18.373 16.793 0.924 -1.106 1.722
C 11.051 19.121 17.837 -0.082 0.754 -0.246
C 12.312 19.851 17.211 -0.876 -0.858 0.014
N 11.726 20.699 16.082 1.210 -0.275 1.219
O 12.854 21.276 15.410 0.146 -0.229 -0.533
C 12.938 20.845 18.221 -0.342 -0.598 0.327
C 13.469 18.807 16.825 -0.423 2.373 1.640
C 10.198 21.205 14.280 0.626 -0.718 -0.498
H 11.719 18.196 14.618 0.024 -0.137 0.157
H 12.467 19.427 13.700 -0.500 0.306 -0.337
H 10.765 18.823 13.361 -0.068 0.257 -0.669
H 9.014 19.968 16.166 0.202 0.058 -0.034
H 9.229 18.815 14.899 -0.108 -0.435 0.037
H 10.739 17.484 16.476 0.165 0.100 -0.467
H 9.344 17.927 17.319 -0.125 0.173 -0.072
H 11.254 18.497 18.703 0.839 -0.555 -0.184
H 10.402 19.842 18.345 0.050 0.610 -0.462
H 13.298 20.267 19.113 -0.296 0.636 -0.686
H 13.779 21.370 17.772 0.223 -0.177 0.014
H 12.226 21.623 18.535 0.025 -0.418 -0.033
H 14.133 19.315 16.149 0.232 0.083 -0.571
H 14.081 18.678 17.755 -0.747 -0.184 -0.678
H 13.160 17.875 16.432 -0.501 -0.904 -0.331
H 11.031 21.708 13.814 -0.175 0.508 -0.700
H 9.691 21.871 14.929 -0.553 0.741 0.663
H 9.482 20.764 13.563 0.464 0.364 0.135
H 12.956 22.175 15.733 -0.393 0.039 0.171
C 19.514 10.735 13.711 1.003 -0.276 0.041
C 18.319 10.613 14.649 0.874 0.254 0.042
C 18.402 9.247 15.318 0.375 -0.573 1.004
C 17.498 9.131 16.540 -0.124 0.033 -0.076
C 17.764 10.219 17.585 0.171 0.401 -2.052
C 17.687 11.645 16.919 -0.474 -2.211 0.457
N 18.578 11.586 15.735 -0.970 1.430 -0.174
O 18.462 12.922 15.148 0.520 -0.492 0.099
C 16.210 12.006 16.679 0.025 -0.444 -0.613
C 18.333 12.546 17.905 0.744 1.368 0.608
C 17.004 10.707 13.859 -0.490 0.803 0.322
H 19.559 9.851 13.080 -0.080 -0.157 -0.238
H 20.465 10.762 14.270 -0.414 -0.083 0.073
H 19.555 11.602 13.061 -0.527 0.276 -0.037
H 18.170 8.439 14.629 -0.183 0.057 -0.403
H 19.411 9.013 15.668 0.263 0.396 -0.153
H 17.612 8.155 17.000 0.100 -0.259 0.037
H 16.467 9.154 16.180 -0.211 0.161 0.273
H 18.765 10.125 17.998 0.120 -0.229 0.091
H 17.039 10.131 18.359 -0.526 0.134 0.814
H 15.746 12.428 17.569 -0.005 -0.268 0.245
H 16.105 12.765 15.914 0.123 0.305 -0.223
H 15.645 11.121 16.317 0.158 0.523 0.412
H 17.837 12.581 18.903 0.356 -0.169 -0.749
H 19.386 12.288 17.985 0.092 -0.651 0.457
H 18.462 13.548 17.515 -0.698 0.630 0.016
H 16.390 11.584 14.132 0.546 -0.237 -0.303
H 16.429 9.851 14.185 -0.492 -0.262 -0.530
H 17.156 10.726 12.764 -0.065 -0.185 0.602
H 19.325 13.330 15.394 -0.251 -0.343 -0.226
C 18.970 13.449 9.968 0.303 -0.576 0.048
C 18.184 14.601 10.562 0.599 2.749 -0.283
C 18.734 15.883 9.822 -0.843 0.047 0.486
C 17.854 17.160 10.087 0.099 -1.249 -0.836
C 16.352 16.944 9.749 0.728 -0.162 -0.967
C 15.824 15.716 10.506 0.810 0.105 -0.775
N 16.761 14.551 10.253 -0.611 -0.308 0.138
O 16.192 13.405 10.949 0.485 0.703 0.119
C 15.600 16.097 11.934 -0.277 -0.563 1.325
C 14.491 15.272 9.922 0.239 0.410 -1.430
C 18.620 14.897 12.014 -1.174 -0.615 0.522
H 20.055 13.603 10.110 -0.391 0.216 -0.103
H 18.789 13.318 8.893 -0.077 0.185 0.239
H 18.782 12.500 10.456 -0.307 -0.270 0.198
H 19.756 16.014 10.221 -0.409 0.303 -0.395
H 18.847 15.671 8.758 -0.292 0.187 -0.138
H 18.339 17.938 9.495 -0.387 0.393 0.191
H 17.868 17.404 11.141 0.431 0.304 0.216
H 16.185 16.728 8.676 0.375 0.271 0.272
H 15.768 17.867 9.978 0.306 -0.792 0.049
H 16.479 16.403 12.522 -0.487 0.208 -0.510
H 14.840 16.905 11.942 0.290 -0.624 0.350
H 15.260 15.159 12.401 -0.347 0.579 0.391
H 13.756 16.086 9.928 0.099 -0.188 0.235
H 14.647 14.991 8.859 -0.062 0.164 0.510
H 14.134 14.394 10.419 -0.428 -0.287 0.442
H 18.506 14.026 12.678 0.209 0.156 -0.120
H 18.053 15.728 12.505 0.786 -0.759 -0.631
H 19.646 15.194 11.868 0.353 -0.052 0.714
H 16.255 12.746 10.263 -0.186 -0.494 -0.236
C 13.725 11.727 20.728 0.142 -0.006 0.089
C 14.818 11.210 21.703 -0.029 -0.177 0.455
C 15.316 12.362 22.600 -0.982 1.161 -0.250
C 16.110 11.940 23.813 -0.045 0.113 0.300
C 15.280 11.007 24.666 -0.020 3.045 0.714
C 14.859 9.833 23.907 0.564 -0.611 -0.243
N 14.179 10.235 22.625 0.809 -0.194 0.709
O 14.040 9.032 21.902 -0.087 -0.520 -0.476
C 16.132 8.871 23.909 -1.026 -0.066 -0.890
C 13.825 9.242 24.834 1.014 -1.811 0.871
C 15.961 10.616 20.866 -1.162 0.544 -0.325
H 13.423 10.994 19.966 0.043 -0.175 0.528
H 14.104 12.558 20.122 0.083 0.167 0.302
H 12.847 12.059 21.301 0.242 -0.090 -0.237
H 15.804 13.120 21.994 0.688 -0.215 -0.368
H 14.455 12.986 22.934 0.056 -0.763 0.108
H 16.530 12.773 24.374 -0.370 0.346 0.050
H 16.989 11.387 23.551 0.620 -0.390 -0.564
H 14.410 11.498 25.138 0.044 0.348 -0.676
H 15.817 10.730 25.553 0.634 -0.487 0.311
H 17.065 9.245 23.401 -1.169 -0.349 0.335
H 16.358 8.757 24.977 0.065 -0.262 -0.336
H 15.775 7.909 23.485 0.738 0.432 0.179
H 13.666 8.180 24.700 -0.316 -0.338 -0.392
H 14.253 9.299 25.847 -0.215 -0.040 -0.167
H 12.907 9.760 24.864 -1.038 0.707 -0.306
H 15.599 9.866 20.186 -0.386 -0.623 -0.009
H 16.764 10.187 21.423 0.713 0.060 0.404
H 16.230 11.411 20.191 0.872 0.455 -0.054
H 13.132 8.789 22.055 -0.518 -0.194 -0.054
C 16.704 17.666 19.697 -2.057 0.299 0.267
C 17.219 16.406 19.027 1.008 0.790 0.557
C 16.077 15.582 18.515 -1.109 -0.079 -1.125
C 15.560 16.101 17.173 -1.429 -0.081 0.184
C 16.695 16.247 16.219 -0.006 -0.190 -0.025
C 17.737 17.195 16.705 0.594 1.797 -0.179
N 18.273 16.757 18.003 -1.052 -0.719 0.679
O 19.131 17.750 18.598 -1.006 -0.196 -0.482
C 18.877 17.119 15.727 -0.287 0.439 -1.244
C 17.207 18.678 16.571 0.601 -0.152 0.977
C 17.842 15.538 20.106 1.756 -0.474 0.321
H 16.313 17.266 20.652 0.436 0.965 0.087
H 15.792 18.120 19.237 0.578 -0.465 -0.167
H 17.419 18.483 19.743 0.139 -0.371 0.558
H 16.332 14.541 18.379 0.489 -0.380 0.032
H 15.311 15.590 19.310 0.054 0.093 -0.377
H 15.083 17.057 17.342 -0.085 0.122 -0.059
H 14.777 15.453 16.718 0.369 0.174 0.464
H 16.456 16.678 15.248 -0.628 -0.421 -0.200
H 17.118 15.261 16.093 0.406 -0.435 -0.381
H 19.694 17.777 16.045 0.089 -0.431 -0.209
H 19.133 16.073 15.583 0.608 -0.014 0.159
H 18.468 17.481 14.745 0.598 -0.207 0.626
H 17.274 19.073 15.552 -0.291 -0.462 0.015
H 16.228 18.859 16.990 -0.421 -0.195 -0.139
H 17.850 19.336 17.143 0.417 0.083 0.249
H 17.212 15.179 20.924 -0.573 0.501 -0.186
H 18.701 16.042 20.597 -0.317 -0.246 -0.364
H 18.174 14.609 19.633 0.414 0.211 0.022
H 19.994 17.386 18.398 0.853 -0.252 -0.060
C 23.958 11.881 23.214 2.152 0.084 -2.132
C 22.808 11.058 22.728 -0.969 0.801 0.024
C 22.261 10.362 23.940 -0.161 -1.795 0.492
C 20.894 9.695 23.751 1.260 -0.322 -0.626
C 19.978 10.802 23.362 -0.861 0.146 0.066
C 20.361 11.580 22.107 0.302 0.560 2.241
N 21.704 12.088 22.475 0.198 -1.571 -0.966
O 22.102 12.951 21.441 0.719 0.716 -0.440
C 20.058 10.800 20.875 2.024 -0.483 -1.736
C 19.423 12.778 22.092 0.500 0.946 -0.169
C 23.272 10.129 21.578 -0.635 0.884 0.898
H 24.381 12.445 22.353 -0.314 -0.033 0.362
H 24.842 11.267 23.465 -0.643 0.120 0.570
H 23.667 12.595 23.943 -0.100 0.396 1.016
H 22.913 9.525 24.209 0.497 0.478 0.351
H 22.178 11.118 24.743 0.158 -0.551 -0.155
H 20.658 9.212 24.676 -0.586 0.043 0.830
H 20.962 8.807 23.078 -0.106 0.902 -0.192
H 19.950 11.532 24.190 -0.185 -0.340 -0.202
H 18.987 10.465 23.138 -0.897 -0.366 0.354
H 20.741 9.959 20.671 -0.111 0.368 0.192
H 19.111 10.305 20.980 -0.798 0.328 -0.285
H 20.161 11.478 19.993 -0.607 -0.681 0.443
H 19.635 13.414 21.181 -0.566 -0.646 0.944
H 18.411 12.337 22.078 0.187 0.776 -0.066
H 19.629 13.387 23.015 -0.539 -0.461 -0.841
H 24.009 9.452 21.994 0.210 -0.133 -0.044
H 23.719 10.723 20.779 -0.161 -0.174 -0.069
H 22.419 9.562 21.248 0.087 -0.332 -0.419
H 22.644 13.572 21.945 -0.043 0.314 -0.584
C 21.399 14.730 15.034 1.934 2.198 0.292
O 20.994 13.834 15.764 -0.459 -0.227 0.000
N 21.429 14.660 13.643 0.443 0.742 1.369
N 22.024 15.894 15.554 -1.072 -2.635 -1.256
H 21.496 15.554 13.184 0.083 -0.205 -0.096
H 20.833 14.019 13.184 -0.602 -0.742 -0.063
H 22.014 16.076 16.562 -0.301 -0.016 -0.291
H 22.252 16.591 14.882 0.235 0.456 0.039
C 21.529 15.449 18.995 -0.102 1.806 0.219
O 21.575 16.407 18.158 -0.199 -1.784 1.683
N 21.275 14.174 18.729 0.619 -2.180 0.813
N 21.790 15.730 20.351 0.209 1.062 -0.278
H 21.669 13.433 19.385 -0.988 1.579 -0.943
H 20.956 13.847 17.816 0.427 0.595 -0.060
H 21.951 16.727 20.450 0.128 -0.155 -0.155
H 21.198 15.440 21.126 -0.063 -0.699 -0.766
```
Positions in Å, forces in eV/Å.

For the total energy, the calculation gives -130857.74300 eV. The value obtained for the gap between HOMO and LUMO is 8.74 eV. As for the net charge: 0. As for the LUMO energy: 0.4 eV.

=====

Entry 2:
Formula: C2H3IO
Source: the OMol25 dataset
Level of theory: the ωB97M-V functional and the def2-TZVPD basis

```
7
Properties=species:S:1:pos:R:3:forces:R:3
C 0.590 -0.453 1.524 -5.980 -5.189 6.335
C 0.247 -0.199 0.128 -0.539 1.587 -1.258
O -0.348 -1.316 2.508 5.301 5.014 -6.395
I 2.120 0.257 2.598 0.719 0.362 -0.005
H 0.666 -0.996 -0.498 0.249 0.081 0.117
H 0.718 0.851 -0.273 -1.475 -2.578 1.018
H -0.890 -0.350 0.011 1.724 0.724 0.189
```
Positions in Å, forces in eV/Å.

For the total energy, the calculation gives -12266.84329 eV. The value obtained for the gap between HOMO and LUMO is 8.60 eV. The calculation puts the energy above the lowest of the compared OMol25 structures with the same formula, charge and spin at 342.87 kJ/mol. As for the net charge: 0. As for the LUMO energy: -0.9 eV.